# 1
Below is C25H42BBrF3O9PSi3 as an isolated structure, with properties calculated with ωB97M-V/def2-TZVPD.

```
85
Properties=species:S:1:pos:R:3
C 2.218 3.438 1.887
B 1.234 2.519 1.081
O 0.956 2.767 -0.234
Si 0.358 0.885 1.909
C 0.217 0.979 3.794
O -1.064 1.495 4.230
C -1.138 2.805 4.438
F -0.201 3.259 5.293
F -0.959 3.511 3.290
F -2.343 3.102 4.927
O 1.359 -0.416 1.735
C 1.893 -0.751 0.462
C 3.422 -0.509 0.374
C 3.810 0.529 -0.693
O 3.884 -0.129 1.667
O -1.138 0.655 1.245
Si -2.163 -0.636 1.369
C -3.704 -0.256 0.380
C -4.899 0.232 1.189
O -5.797 0.936 0.340
Si -6.664 2.217 0.946
C -7.845 1.669 2.286
C -7.586 2.927 -0.512
C -5.535 3.503 1.702
C -1.378 -2.257 0.768
C -1.212 -2.538 -0.700
O -1.146 -3.601 -1.195
Br -1.079 -0.974 -1.858
P -2.878 -1.013 3.523
O -3.896 -2.266 3.076
O -1.610 -1.877 4.176
H 1.668 3.892 2.719
H 2.639 4.252 1.286
H 3.036 2.862 2.331
H 1.560 3.413 -0.622
H 0.314 -0.003 4.257
H 1.043 1.581 4.185
H 1.391 -0.191 -0.332
H 1.688 -1.811 0.292
H 3.891 -1.463 0.112
H 2.985 0.753 -1.369
H 4.155 1.444 -0.205
H 4.635 0.164 -1.307
H 4.820 0.077 1.589
H -3.994 -1.098 -0.255
H -3.416 0.554 -0.299
H -4.562 0.884 2.008
H -5.427 -0.616 1.632
H -7.301 1.313 3.164
H -8.436 2.536 2.597
H -8.525 0.886 1.949
H -7.532 4.017 -0.531
H -7.132 2.558 -1.435
H -8.635 2.625 -0.522
H -6.138 4.391 1.909
H -5.142 3.166 2.665
H -4.699 3.777 1.056
H -2.048 -3.055 1.114
H -0.403 -2.452 1.230
H -3.542 -3.114 3.363
H -1.008 -2.253 3.525
C 7.044 1.896 -5.601
C 7.565 1.570 -4.357
C 6.877 1.919 -3.203
C 5.667 2.591 -3.295
C 5.144 2.917 -4.539
C 5.834 2.571 -5.692
H 7.581 1.625 -6.501
H 8.508 1.043 -4.287
H 7.286 1.668 -2.233
H 5.129 2.862 -2.395
H 4.199 3.440 -4.610
H 5.428 2.826 -6.663
C 1.059 -5.818 -1.829
C 2.070 -6.701 -1.471
C 2.905 -7.235 -2.444
C 2.730 -6.884 -3.775
C 1.721 -6.000 -4.133
C 0.884 -5.469 -3.161
H 0.406 -5.404 -1.074
H 2.209 -6.973 -0.432
H 3.690 -7.926 -2.164
H 3.381 -7.299 -4.534
H 1.586 -5.726 -5.171
H 0.094 -4.782 -3.434
```

The largest force on an atom is 0.71 eV Å⁻¹. The value obtained for the LUMO energy is 0.180 eV.



# 2
Below is C25H42BN8NaO6P2 as an isolated structure, with properties calculated with ωB97M-V/def2-TZVPD.

```
85
Properties=species:S:1:pos:R:3
Na -0.347 -0.503 -0.809
C -3.323 0.272 2.323
C -2.069 -0.253 1.972
N -2.105 -0.866 0.799
N -3.389 -0.745 0.363
C -4.134 -0.068 1.269
B -3.844 -1.397 -0.967
N -3.012 -2.688 -1.253
C -3.212 -4.019 -1.220
C -2.010 -4.655 -1.468
C -1.093 -3.623 -1.648
N -1.698 -2.449 -1.462
N -3.407 -0.493 -2.210
C -4.097 0.168 -3.117
C -3.188 0.726 -4.062
C -1.957 0.329 -3.642
N -2.089 -0.318 -2.441
N -5.350 -1.558 -1.019
C -6.184 -2.628 -0.980
C -7.474 -2.169 -0.986
C -7.341 -0.771 -1.047
N -6.074 -0.398 -1.066
H -3.605 0.802 3.216
H -1.138 -0.225 2.522
H -5.177 0.125 1.094
H -4.170 -4.453 -1.010
H -1.832 -5.716 -1.500
H -0.035 -3.654 -1.853
H -5.169 0.249 -3.033
H -3.433 1.346 -4.907
H -0.979 0.509 -4.057
H -5.833 -3.640 -0.941
H -8.375 -2.755 -0.960
H -8.117 -0.021 -1.075
C 3.337 4.926 -0.943
C 2.309 3.870 -1.266
C 1.097 4.405 -1.994
O 1.885 3.305 0.021
P 1.388 1.823 0.161
O 0.365 1.401 -0.822
C 2.836 0.736 0.086
P 2.362 -1.012 0.126
O 1.522 -1.318 -1.053
O 1.537 -1.250 1.432
C 1.938 -1.495 2.820
C 2.217 -2.969 2.997
C 3.073 -0.592 3.253
O 3.665 -1.859 0.321
C 4.894 -1.698 -0.464
C 4.655 -2.080 -1.908
C 5.930 -2.558 0.216
O 0.959 1.714 1.658
C 0.240 2.684 2.500
C -0.946 3.258 1.759
C 1.203 3.713 3.041
H 3.741 5.344 -1.866
H 4.160 4.509 -0.363
H 2.880 5.734 -0.371
H 2.775 3.069 -1.849
H 0.644 5.216 -1.420
H 0.353 3.625 -2.148
H 1.402 4.800 -2.964
H 3.533 0.998 0.881
H 3.304 0.896 -0.890
H 1.037 -1.226 3.370
H 3.057 -3.284 2.377
H 1.341 -3.561 2.736
H 2.466 -3.163 4.042
H 4.004 -0.846 2.741
H 3.235 -0.725 4.323
H 2.830 0.455 3.076
H 5.188 -0.647 -0.392
H 4.417 -3.142 -1.984
H 5.561 -1.884 -2.484
H 3.833 -1.520 -2.355
H 5.657 -3.611 0.138
H 6.024 -2.298 1.270
H 6.899 -2.415 -0.262
H -0.114 2.054 3.316
H -0.626 3.870 0.914
H -1.514 3.895 2.440
H -1.603 2.466 1.400
H 1.559 4.376 2.254
H 2.061 3.236 3.517
H 0.692 4.314 3.794
```

The total charge is +1. The largest force on an atom is 1.77 eV Å⁻¹. The value obtained for the LUMO energy (spin up / spin down) is -1.765 / -5.742 eV. As for the spin multiplicity: 2.